#w
A cluster of 15 separate species, C23H76N8O15 in total, computed with the ωB97M-V functional and the def2-TZVPD basis.

Computed properties:
**E_HOMO**: -8.336 eV
**Net charge**: 0

CARTESIAN COORDINATES (ANGSTROEM)
C  -2.46  3.09  2.98
C  -1.01  2.57  3.13
O  -1.13  1.24  2.71
H  -2.85  2.93  1.94
H  -2.52  4.14  3.19
H  -3.09  2.64  3.70
H  -0.89  2.53  4.21
H  -0.25  3.08  2.52
H  -0.25  0.97  2.35
C  -4.89  -1.48  3.27
C  -3.40  -1.14  3.04
O  -3.02  -0.32  4.07
H  -5.00  -2.02  4.19
H  -5.07  -2.12  2.38
H  -5.60  -0.72  3.11
H  -3.27  -0.73  2.07
H  -2.72  -1.94  2.92
H  -2.35  0.25  3.72
C  0.78  1.12  -4.67
C  2.27  1.30  -4.49
O  3.05  0.14  -4.85
H  0.53  0.13  -4.24
H  0.52  1.05  -5.70
H  0.15  1.87  -4.17
H  2.58  1.47  -3.44
H  2.67  2.10  -5.12
H  3.90  0.33  -5.37
C  2.02  0.98  4.25
C  2.08  0.37  2.91
O  2.07  1.39  1.91
H  3.03  1.42  4.33
H  1.89  0.20  4.99
H  1.26  1.81  4.33
H  1.07  -0.08  2.84
H  2.81  -0.41  2.85
H  2.97  1.75  1.83
C  2.59  -2.69  -3.33
C  3.98  -2.67  -3.85
O  4.60  -3.88  -3.54
H  2.07  -1.76  -3.51
H  2.54  -2.67  -2.23
H  2.00  -3.53  -3.60
H  4.57  -1.81  -3.52
H  3.90  -2.54  -4.92
H  5.33  -4.08  -4.17
C  -0.10  0.58  -0.84
C  -0.07  -0.77  -0.09
O  -1.30  -0.96  0.42
H  0.80  0.73  -1.39
H  -0.31  1.44  -0.25
H  -0.80  0.67  -1.61
H  0.70  -0.66  0.79
H  0.30  -1.59  -0.81
H  -1.41  -0.35  1.15
C  -2.37  6.57  1.21
C  -1.06  5.89  0.93
O  -1.31  4.60  0.36
H  -2.17  7.55  1.65
H  -3.01  6.08  1.90
H  -2.96  6.77  0.34
H  -0.42  5.89  1.86
H  -0.36  6.44  0.20
H  -0.45  4.16  0.21
C  0.27  -1.96  4.37
C  -0.28  -3.18  5.07
O  -0.18  -4.21  4.20
H  -0.09  -1.03  4.78
H  -0.27  -1.89  3.40
H  1.32  -1.96  4.14
H  -1.30  -2.98  5.32
H  0.37  -3.43  5.88
H  -0.16  -5.06  4.67
C  -0.72  -4.66  -0.63
O  -0.92  -5.94  -0.34
N  0.05  -4.29  -1.56
N  -1.27  -3.73  0.13
H  0.46  -5.03  -2.00
H  -0.25  -3.47  -2.14
H  -1.79  -4.13  0.91
H  -1.26  -2.71  0.01
C  2.15  3.58  -0.61
O  1.28  3.85  0.47
N  1.71  3.45  -1.84
N  3.44  3.54  -0.43
H  0.76  3.21  -1.97
H  2.30  3.87  -2.58
H  3.90  3.68  0.46
H  4.12  3.10  -1.19
C  -2.20  3.83  -2.60
O  -0.98  3.17  -2.34
N  -3.02  3.55  -3.52
N  -2.54  4.90  -1.94
H  -3.03  2.51  -3.67
H  -3.66  4.14  -3.93
H  -1.97  5.06  -1.14
H  -3.43  5.40  -1.97
C  2.19  -3.34  1.44
O  3.23  -3.05  2.33
N  0.93  -3.62  1.69
N  2.32  -3.54  0.16
H  0.61  -3.79  2.70
H  0.17  -3.71  1.01
H  3.32  -3.47  -0.17
H  1.65  -3.80  -0.59
C  -1.34  -1.98  -3.71
O  -0.89  -3.36  -3.94
H  -2.43  -1.93  -3.37
H  -1.19  -1.11  -4.48
H  -0.78  -1.59  -2.91
H  -1.02  -3.70  -4.85
C  3.88  -0.22  -1.26
O  5.16  -0.54  -0.74
H  4.02  -0.19  -2.29
H  3.43  0.74  -0.72
H  3.24  -1.14  -1.06
H  5.51  0.20  -0.14
C  -4.07  -2.53  -0.36
O  -5.42  -2.70  -0.67
H  -3.78  -1.59  0.07
H  -3.48  -2.81  -1.29
H  -3.73  -3.40  0.20
H  -5.53  -2.38  -1.52

#x
A cluster of 15 separate species, C23H76N8O15 in total, computed with the ωB97M-V functional and the def2-TZVPD basis.

Computed properties:
**E_HOMO**: -7.698 eV
**Net charge**: 0

CARTESIAN COORDINATES (ANGSTROEM)
C  0.15  -4.26  -1.67
C  0.33  -2.98  -0.91
O  1.49  -3.21  -0.24
H  -0.07  -5.13  -1.08
H  1.07  -4.46  -2.23
H  -0.63  -4.32  -2.38
H  -0.48  -2.85  -0.26
H  0.45  -2.07  -1.53
H  1.26  -3.48  0.66
C  -2.02  2.37  -4.54
C  -1.49  1.00  -4.01
O  -0.44  0.58  -4.83
H  -1.19  3.10  -4.65
H  -2.66  2.75  -3.75
H  -2.48  2.20  -5.49
H  -2.25  0.26  -3.90
H  -0.98  1.23  -3.04
H  -0.24  -0.27  -4.47
C  -2.80  -2.49  -2.72
C  -4.19  -2.06  -2.99
O  -4.75  -1.47  -1.82
H  -2.80  -3.26  -2.02
H  -2.08  -1.77  -2.34
H  -2.40  -2.93  -3.63
H  -4.77  -2.97  -3.20
H  -4.32  -1.29  -3.78
H  -5.70  -1.73  -1.81
C  0.15  -4.38  4.19
C  0.55  -3.19  3.37
O  1.53  -3.48  2.49
H  1.00  -4.93  4.57
H  -0.37  -5.14  3.66
H  -0.37  -4.13  5.12
H  0.92  -2.39  3.92
H  -0.24  -2.85  2.73
H  2.31  -2.94  2.55
C  1.17  3.14  1.02
C  1.40  4.01  2.17
O  0.48  3.71  3.27
H  1.81  3.43  0.23
H  0.19  3.10  0.61
H  1.45  2.14  1.30
H  1.41  5.05  1.83
H  2.37  3.87  2.61
H  0.02  4.51  3.36
C  1.07  3.59  -3.52
C  0.27  3.51  -2.26
O  0.67  4.67  -1.59
H  1.09  2.61  -3.99
H  2.10  3.80  -3.28
H  0.62  4.33  -4.27
H  0.45  2.68  -1.57
H  -0.80  3.49  -2.43
H  0.79  5.42  -2.13
C  -3.53  2.92  -0.83
C  -4.05  1.48  -0.68
O  -3.12  0.59  -1.29
H  -3.56  3.25  -1.87
H  -2.49  2.90  -0.44
H  -4.17  3.61  -0.30
H  -5.00  1.41  -1.18
H  -4.22  1.16  0.34
H  -3.69  -0.18  -1.48
C  4.10  1.33  1.99
C  4.72  2.69  1.67
O  5.15  3.32  2.82
H  4.80  0.63  2.31
H  3.61  0.83  1.18
H  3.38  1.45  2.77
H  3.98  3.31  1.18
H  5.50  2.51  0.96
H  6.05  3.23  3.03
C  -0.04  0.07  0.38
O  1.25  -0.27  0.77
N  -1.04  0.29  1.24
N  -0.36  0.24  -0.88
H  -0.76  0.04  2.21
H  -1.84  0.83  0.96
H  0.34  0.15  -1.61
H  -1.26  0.53  -1.18
C  3.64  -1.56  3.47
O  2.87  -0.88  4.42
N  3.26  -1.61  2.20
N  4.59  -2.35  3.85
H  2.40  -1.13  1.84
H  3.94  -1.75  1.47
H  4.83  -2.31  4.84
H  5.10  -2.90  3.16
C  3.18  -1.09  -2.42
O  2.04  -0.39  -2.46
N  4.28  -0.69  -2.94
N  3.31  -2.25  -1.84
H  4.22  0.19  -3.43
H  5.11  -1.24  -3.11
H  2.47  -2.66  -1.30
H  4.18  -2.76  -1.64
C  -0.39  0.02  4.44
O  -0.19  -0.88  5.54
N  0.59  0.40  3.70
N  -1.53  0.41  4.05
H  1.48  -0.04  3.84
H  0.50  1.21  3.11
H  -2.35  0.30  4.70
H  -1.75  1.10  3.32
C  -2.94  3.00  2.71
O  -3.34  1.70  2.47
H  -3.84  3.46  3.08
H  -2.52  3.61  1.84
H  -2.32  3.09  3.56
H  -4.20  1.57  2.93
C  -3.95  -1.63  1.59
O  -2.62  -1.90  1.33
H  -4.53  -2.58  1.63
H  -4.31  -1.16  0.71
H  -4.24  -1.13  2.47
H  -2.07  -1.11  1.27
C  0.46  -3.02  -4.86
O  0.29  -1.76  -4.12
H  0.79  -3.86  -4.26
H  1.22  -2.87  -5.65
H  -0.53  -3.26  -5.27
H  1.10  -1.63  -3.61

Going by the computed energies, the most stable comes first: #x, #w.

#w
A cluster of 2 separate species, CH8N2S in total, computed with the ωB97M-V functional and the def2-TZVPD basis.

Computed properties:
**E_HOMO**: -8.847 eV
**SMILES string**: NCN.S
**Net charge**: 0

CARTESIAN COORDINATES (ANGSTROEM)
N  0.35  -0.33  1.64
C  0.57  -1.57  0.95
N  -0.40  -1.96  -0.08
H  0.56  0.49  1.06
H  -0.54  -0.08  2.07
H  1.56  -1.47  0.52
H  0.54  -2.35  1.70
H  -1.16  -2.46  0.36
H  -0.79  -1.15  -0.55
S  -0.55  3.15  -2.75
H  0.38  3.92  -3.32
H  -0.52  3.82  -1.58

#x
A cluster of 2 separate species, CH8N2S in total, computed with the ωB97M-V functional and the def2-TZVPD basis.

Computed properties:
**E_HOMO**: -8.740 eV
**SMILES string**: NCN.S
**Net charge**: 0

CARTESIAN COORDINATES (ANGSTROEM)
N  -0.26  -0.80  1.67
C  0.68  -1.51  0.85
N  0.08  -2.22  -0.31
H  -0.37  0.17  1.49
H  -1.02  -1.35  2.04
H  1.39  -0.80  0.44
H  1.22  -2.28  1.39
H  -0.91  -2.33  -0.22
H  0.29  -1.82  -1.21
S  -0.32  3.93  -2.52
H  0.55  4.40  -1.62
H  -1.34  4.61  -2.03

Going by the computed energies, the most stable comes first: #w, #x.

#w
A cluster of 2 separate species, C4H7ClOS in total, computed with the ωB97M-V functional and the def2-TZVPD basis.

Computed properties:
**E_HOMO**: -8.501 eV
**SMILES string**: C#CCl.CCSO
**Net charge**: 0

CARTESIAN COORDINATES (ANGSTROEM)
C  1.42  3.35  0.58
C  2.19  2.80  -0.17
Cl  3.13  1.92  -1.14
H  0.81  4.13  1.05
C  0.08  -1.44  -1.29
C  -0.12  -0.81  0.15
S  1.35  -0.55  1.17
O  0.75  0.22  2.51
H  -0.87  -1.54  -1.80
H  0.73  -0.73  -1.84
H  0.44  -2.52  -1.32
H  -0.91  -1.40  0.76
H  -0.56  0.26  0.10
H  0.49  -0.53  3.10

#x
An isolated molecule of C4H7ClOS, computed with the ωB97M-V functional and the def2-TZVPD basis.

Computed properties:
**E_HOMO**: -9.133 eV
**SMILES string**: CS[C@@H](Cl)C(C)=O
**Net charge**: 0

CARTESIAN COORDINATES (ANGSTROEM)
C  -1.72  -0.90  1.95
S  -1.30  0.32  0.63
C  -0.01  -0.56  -0.25
Cl  -0.55  -2.07  -0.93
C  0.88  0.36  -1.46
C  1.60  1.60  -1.13
O  0.77  -0.04  -2.55
H  -2.54  -0.52  2.48
H  -0.94  -1.25  2.71
H  -2.19  -1.74  1.40
H  0.78  -0.76  0.39
H  2.31  1.46  -0.22
H  2.09  1.84  -2.01
H  0.82  2.27  -1.01

#y
A cluster of 2 separate species, C4H7ClOS in total, computed with the ωB97M-V functional and the def2-TZVPD basis.

Computed properties:
**E_HOMO (spin up / spin down)**: -7.435 / -7.253 eV
**Net charge**: 0

CARTESIAN COORDINATES (ANGSTROEM)
C  0.86  -1.70  0.02
C  1.61  -0.80  -0.89
C  -0.54  1.57  0.73
C  -1.75  -0.71  0.12
O  1.12  -2.52  0.81
S  -1.68  0.85  -0.51
Cl  -2.74  -1.79  -0.68
H  2.76  -0.94  -1.13
H  1.07  -0.74  -1.80
H  1.48  0.22  -0.41
H  0.04  0.78  1.02
H  -1.12  2.14  1.40
H  0.16  2.33  0.19
H  -1.80  -0.68  1.21

#z
An isolated molecule of C4H7ClOS, computed with the ωB97M-V functional and the def2-TZVPD basis.

Computed properties:
**E_HOMO**: -8.720 eV
**SMILES string**: CO/C=C(/Cl)CS
**Net charge**: 0

CARTESIAN COORDINATES (ANGSTROEM)
C  1.91  0.45  -0.21
O  1.65  -0.95  -0.23
C  0.39  -1.42  -0.27
C  -0.76  -0.84  0.09
Cl  -2.21  -1.78  -0.22
C  -1.06  0.49  0.73
S  -1.65  1.79  -0.41
H  2.90  0.59  -0.61
H  1.18  0.98  -0.83
H  1.91  0.85  0.81
H  0.38  -2.46  -0.65
H  -1.81  0.31  1.52
H  -0.14  0.90  1.19
H  -2.68  1.10  -0.91

Going by the computed energies, the most stable comes first: #z, #x, #w, #y.

#w
The ion C8H18NO with charge +1, computed with the ωB97M-V functional and the def2-TZVPD basis.

Computed properties:
**E_HOMO**: -12.960 eV
**SMILES string**: CC[NH2+][C@]1(OC)CC1(C)C
**Net charge**: +1

CARTESIAN COORDINATES (ANGSTROEM)
C  -2.78  -0.98  0.75
C  -2.28  0.37  0.21
N  -1.20  0.25  -0.93
C  0.13  0.50  -0.27
O  0.17  1.61  0.50
C  0.86  2.82  0.15
C  1.27  0.18  -1.21
C  1.28  -0.78  -0.11
C  0.70  -2.13  -0.34
C  2.33  -0.62  0.91
H  -1.97  -1.64  0.97
H  -3.26  -0.67  1.69
H  -3.57  -1.46  0.21
H  -1.67  1.02  0.87
H  -3.02  0.97  -0.16
H  -1.35  0.64  -1.84
H  -1.06  -0.79  -0.87
H  1.62  2.75  -0.63
H  1.27  3.04  1.17
H  0.09  3.63  -0.26
H  2.20  0.70  -1.26
H  0.91  -0.19  -2.09
H  0.20  -2.49  0.52
H  1.52  -2.95  -0.30
H  -0.05  -2.17  -1.19
H  3.20  -0.94  0.37
H  2.02  -1.09  1.87
H  2.44  0.41  1.27

#x
A cluster of 2 separate species, C8H18NO in total, computed with the ωB97M-V functional and the def2-TZVPD basis.

Computed properties:
**E_HOMO**: -12.355 eV
**Net charge**: +1

CARTESIAN COORDINATES (ANGSTROEM)
C  -3.09  0.99  -0.87
C  -2.36  -1.34  -0.60
C  -2.97  0.36  1.45
C  2.28  -1.28  -0.79
C  3.09  1.12  -0.80
C  2.79  0.08  1.50
C  -2.67  -0.05  0.09
C  2.36  0.05  -0.04
N  1.08  0.60  0.31
O  0.06  -0.01  0.08
H  -2.33  1.77  -1.07
H  -3.51  0.75  -1.89
H  -3.70  1.76  -0.46
H  -2.49  -1.35  -1.65
H  -3.02  -2.07  -0.15
H  -1.46  -1.63  -0.18
H  -3.87  -0.18  1.70
H  -2.43  -0.14  2.18
H  -2.97  1.37  1.43
H  3.22  -1.63  -0.83
H  1.59  -2.08  -0.17
H  1.74  -1.24  -1.81
H  3.18  2.11  -0.23
H  2.55  1.13  -1.84
H  4.09  0.93  -0.87
H  2.21  -0.67  1.99
H  3.85  -0.39  1.55
H  2.80  1.02  1.97

Going by the computed energies, the most stable comes first: #w, #x.

#w
A cluster of 2 separate species, C2H4N in total, computed with the ωB97M-V functional and the def2-TZVPD basis.

Computed properties:
**E_HOMO**: -17.224 eV
**Net charge**: +1

CARTESIAN COORDINATES (ANGSTROEM)
C  2.75  -0.21  0.06
C  -1.33  0.32  -0.05
N  1.60  -0.12  0.01
H  3.75  -0.56  -0.10
H  -1.35  1.42  -0.09
H  -1.24  -0.22  1.00
H  -1.25  -0.19  -0.94

#x
A structure of composition C2H4N, computed with the ωB97M-V functional and the def2-TZVPD basis.

Computed properties:
**E_HOMO**: -16.731 eV
**Net charge**: +1

CARTESIAN COORDINATES (ANGSTROEM)
C  1.22  0.73  1.27
C  0.51  0.27  0.44
N  -0.80  -0.47  -0.82
H  1.88  1.12  2.00
H  -0.20  -0.87  -1.55
H  -1.33  0.35  -1.11
H  -1.28  -1.13  -0.23

#y
A cluster of 2 separate species, C2H4N in total, computed with the ωB97M-V functional and the def2-TZVPD basis.

Computed properties:
**E_HOMO (spin up / spin down)**: -16.350 / -16.492 eV
**Net charge**: +1

CARTESIAN COORDINATES (ANGSTROEM)
C  -2.44  -0.01  0.01
C  -1.28  -0.11  -0.22
N  1.65  -0.10  0.01
H  -3.41  0.38  0.41
H  1.83  -0.90  -0.61
H  1.85  0.05  0.93
H  1.80  0.68  -0.53

#z
A cluster of 2 separate species, C2H4N in total, computed with the ωB97M-V functional and the def2-TZVPD basis.

Computed properties:
**E_HOMO**: -16.816 eV
**Net charge**: +1

CARTESIAN COORDINATES (ANGSTROEM)
C  -2.31  0.09  0.06
C  -1.14  -0.05  -0.05
N  0.91  -0.09  0.03
H  -3.35  0.02  -0.40
H  1.33  0.46  0.78
H  0.97  0.37  -0.81
H  1.25  -1.09  -0.06

Going by the computed energies, the most stable comes first: #w, #x, #z, #y.

#w
A cluster of 2 separate species, C4H10N in total, computed with the ωB97M-V functional and the def2-TZVPD basis.

Computed properties:
**E_HOMO (spin up / spin down)**: -19.482 / -19.401 eV
**2S+1**: 2
**Net charge**: +2
**Expectation value of S²**: 0.76

CARTESIAN COORDINATES (ANGSTROEM)
C  0.66  -0.94  0.39
C  -0.14  0.29  0.26
C  -1.55  -0.14  0.48
C  -2.59  0.08  -0.36
N  2.74  0.58  -0.56
H  1.06  -1.08  1.40
H  0.32  -1.83  -0.14
H  0.19  1.11  0.90
H  -0.06  0.67  -0.79
H  -1.64  -0.85  1.30
H  -3.61  -0.29  -0.18
H  -2.50  0.75  -1.21
H  2.71  1.19  -1.38
H  1.93  -0.17  -0.23
H  3.67  0.30  -0.24

#x
A cluster of 2 separate species, C4H10N in total, computed with the ωB97M-V functional and the def2-TZVPD basis.

Computed properties:
**E_HOMO (spin up / spin down)**: -19.801 / -19.801 eV
**2S+1**: 2
**Net charge**: +2
**Expectation value of S²**: 0.75

CARTESIAN COORDINATES (ANGSTROEM)
C  0.45  1.55  1.79
C  0.09  2.21  0.46
C  0.30  1.23  -0.68
C  0.05  -0.04  -0.59
N  -0.86  -3.92  -1.37
H  -0.07  0.57  1.75
H  1.53  1.33  1.77
H  0.31  2.20  2.65
H  -0.98  2.47  0.49
H  0.65  3.12  0.22
H  0.23  1.79  -1.64
H  0.64  -0.78  -1.14
H  -0.51  -2.96  -1.40
H  -0.16  -4.65  -1.54
H  -1.67  -4.12  -0.77

Going by the computed energies, the most stable comes first: #x, #w.